The following is a DFT calculation (ωB97M-V with the def2-TZVPD basis set) of the molecule C2H5N3OS in a non-equilibrium geometry.

- max |F| (eV/Å) = 6.71
- structure (SMILES) = [H]/N=C(/N)ONC=S
- spin multiplicity = 1
- DFT total energy (hartree) = -716.78460

Atoms and positions in Å:
C -0.552 -0.705 -0.668
C 1.224 1.169 1.463
H -2.592 -0.144 -0.498
H -2.219 -1.803 -1.545
H 1.238 -1.318 -0.489
H 1.460 1.087 -0.696
H 2.146 1.728 1.366
N -1.820 -0.985 -0.895
N 0.411 -1.513 -0.938
N 0.789 0.875 0.126
O -0.515 0.591 -0.108
S 0.429 1.017 2.882

The following is a DFT calculation (ωB97M-V with the def2-TZVPD basis set) of a cluster of 2 separate species, CH6OS2 in total in a non-equilibrium geometry.

- max |F| (eV/Å) = 1.35
- structure (SMILES) = CO.SS
- spin multiplicity = 1
- DFT total energy (hartree) = -913.26973

Atoms and positions in Å:
S -2.328 1.397 0.368
S -0.758 2.746 0.539
H -2.420 1.148 1.677
H 0.117 2.047 1.271
C 0.942 -1.480 -0.904
O 0.256 -0.655 0.046
H 0.395 -2.423 -0.933
H 1.906 -1.801 -0.497
H 0.974 -0.997 -1.875
H 0.916 0.018 0.307

Repeat the first record exactly.
The following is a DFT calculation (ωB97M-V with the def2-TZVPD basis set) of the molecule C2H5N3OS in a non-equilibrium geometry.

- max |F| (eV/Å) = 6.71
- structure (SMILES) = [H]/N=C(/N)ONC=S
- spin multiplicity = 1
- DFT total energy (hartree) = -716.78460

Atoms and positions in Å:
C -0.552 -0.705 -0.668
C 1.224 1.169 1.463
H -2.592 -0.144 -0.498
H -2.219 -1.803 -1.545
H 1.238 -1.318 -0.489
H 1.460 1.087 -0.696
H 2.146 1.728 1.366
N -1.820 -0.985 -0.895
N 0.411 -1.513 -0.938
N 0.789 0.875 0.126
O -0.515 0.591 -0.108
S 0.429 1.017 2.882

What did the first record say?
The following is a DFT calculation (ωB97M-V with the def2-TZVPD basis set) of the molecule C2H5N3OS in a non-equilibrium geometry.

- max |F| (eV/Å) = 6.71
- structure (SMILES) = [H]/N=C(/N)ONC=S
- spin multiplicity = 1
- DFT total energy (hartree) = -716.78460

Atoms and positions in Å:
C -0.552 -0.705 -0.668
C 1.224 1.169 1.463
H -2.592 -0.144 -0.498
H -2.219 -1.803 -1.545
H 1.238 -1.318 -0.489
H 1.460 1.087 -0.696
H 2.146 1.728 1.366
N -1.820 -0.985 -0.895
N 0.411 -1.513 -0.938
N 0.789 0.875 0.126
O -0.515 0.591 -0.108
S 0.429 1.017 2.882